# 1
Formula: C45H35AlBrClO4P2S
Source: OMol25
Level of theory: ωB97M-V/def2-TZVPD

2S+1: 1
Relative energy (zero: lowest compared OMol25 entry of this formula, charge and spin): 0.00 kJ/mol
Calculated total energy: -6394.47768 Ha
HOMO energy: -0.2858 Eh
LUMO: 0.1437 eV
Gap between HOMO and LUMO: 7.922 eV

```
90
Properties=species:S:1:pos:R:3:lowdin_charge:R:1
Al 1.552 -0.122 0.384 -0.413
O -3.412 -0.609 -0.187 -0.519
S -1.943 -0.571 0.044 0.961
C -1.730 -2.110 0.980 -0.354
C -2.782 -2.537 1.775 -0.073
C -2.723 -3.774 2.393 -0.055
C -1.630 -4.600 2.187 -0.063
C -0.588 -4.190 1.372 -0.078
C -0.629 -2.941 0.756 -0.314
P 0.741 -2.334 -0.275 1.132
C 2.165 -3.310 0.302 -0.350
C 3.094 -3.850 -0.584 -0.077
C 4.317 -4.303 -0.116 -0.071
C 4.623 -4.219 1.235 -0.075
C 3.698 -3.696 2.126 -0.064
C 2.478 -3.232 1.661 -0.095
C 0.417 -2.927 -1.954 -0.335
C 0.375 -1.988 -2.980 -0.069
C 0.169 -2.404 -4.287 -0.065
C 0.008 -3.752 -4.567 -0.074
C 0.052 -4.690 -3.542 -0.073
C 0.254 -4.281 -2.235 -0.085
C -1.737 0.716 1.357 -0.372
C -1.644 0.293 2.855 -0.115
C -2.424 1.130 3.763 -0.042
C -2.977 2.287 3.381 -0.071
C -3.009 2.704 2.004 -0.096
C -2.514 1.944 1.007 -0.333
P -2.836 2.276 -0.784 1.112
C -4.568 2.874 -0.681 -0.362
C -4.996 4.069 -1.254 -0.086
C -6.348 4.387 -1.282 -0.091
C -7.284 3.516 -0.749 -0.099
C -6.864 2.325 -0.170 -0.085
C -5.518 2.002 -0.141 -0.096
C -1.992 3.875 -1.125 -0.399
C -1.670 4.859 -0.199 -0.087
C -0.982 5.995 -0.599 -0.081
C -0.608 6.158 -1.924 -0.091
C -0.947 5.193 -2.861 -0.086
C -1.636 4.060 -2.461 -0.124
H -3.648 -1.895 1.880 0.121
H -3.537 -4.098 3.028 0.110
H -1.592 -5.573 2.659 0.108
H 0.265 -4.837 1.211 0.106
H 2.865 -3.895 -1.641 0.109
H 5.045 -4.701 -0.812 0.107
H 5.588 -4.556 1.592 0.105
H 3.940 -3.623 3.178 0.109
H 1.762 -2.787 2.346 0.118
H 0.513 -0.938 -2.746 0.093
H 0.135 -1.679 -5.090 0.109
H -0.149 -4.079 -5.587 0.105
H -0.070 -5.741 -3.767 0.106
H 0.294 -5.012 -1.435 0.110
H -1.628 -0.762 3.096 0.133
H -2.609 0.740 4.757 0.111
H -3.533 2.875 4.101 0.105
H -3.557 3.609 1.770 0.109
H -4.275 4.755 -1.679 0.096
H -6.668 5.319 -1.731 0.100
H -8.338 3.760 -0.788 0.098
H -7.591 1.641 0.248 0.101
H -5.184 1.062 0.280 0.091
H -1.948 4.734 0.841 0.087
H -0.724 6.752 0.132 0.102
H -0.043 7.032 -2.225 0.100
H -0.664 5.317 -3.899 0.102
H -1.891 3.291 -3.182 0.098
C 0.180 2.136 2.493 0.019
C -0.421 0.791 2.120 -0.462
O 0.529 -0.185 1.775 -0.139
H 0.035 2.343 3.553 0.091
H -0.260 2.949 1.917 0.078
H 1.246 2.100 2.276 0.078
Cl 1.140 1.466 -0.868 0.490
Br 9.841 0.470 -0.855 0.743
C 8.009 0.090 -0.559 -0.682
C 7.434 0.429 0.656 -0.113
C 6.081 0.204 0.846 0.004
C 5.319 -0.358 -0.172 -0.119
C 5.925 -0.741 -1.366 0.001
C 7.274 -0.518 -1.566 -0.112
C 3.847 -0.472 -0.050 -0.524
O 3.141 -0.820 -1.013 0.002
O 3.270 -0.156 1.060 0.051
H 8.038 0.872 1.435 0.103
H 5.602 0.471 1.778 0.125
H 5.312 -1.205 -2.127 0.125
H 7.753 -0.800 -2.493 0.103
```

=====

# 2
Formula: C3H5O3
Source: OMol25
Level of theory: ωB97M-V/def2-TZVPD

2S+1: 1
Relative energy (zero: lowest compared OMol25 entry of this formula, charge and spin): 4.56 kJ/mol
Charge: -1
Calculated total energy: -343.08636 Ha
HOMO energy: -0.1506 Eh
LUMO: 3.9116 eV
Gap between HOMO and LUMO: 8.008 eV

```
11
Properties=species:S:1:pos:R:3:lowdin_charge:R:1
O 1.646 -0.905 1.231 -0.081
C 1.592 0.140 0.550 -0.765
O 2.514 0.935 0.283 -0.094
C 0.272 0.407 -0.220 -0.142
C -0.909 -0.411 0.224 -0.253
O -1.925 -0.519 -0.840 -0.131
H 0.032 1.464 -0.107 0.105
H 0.529 0.138 -1.235 0.107
H -1.423 -0.013 1.100 0.103
H -0.634 -1.434 0.464 0.100
H -1.695 0.197 -1.450 0.051
```

=====

# 3
Formula: C4H3NO2
Source: OMol25
Level of theory: ωB97M-V/def2-TZVPD

2S+1: 1
Relative energy (zero: lowest compared OMol25 entry of this formula, charge and spin): 240.11 kJ/mol
Calculated total energy: -359.37890 Ha
HOMO energy: -0.3893 Eh
LUMO: 0.0733 eV
Gap between HOMO and LUMO: 10.666 eV

```
10
Properties=species:S:1:pos:R:3:lowdin_charge:R:1
O -2.444 0.552 -0.384 0.050
C -1.683 -0.312 -0.761 -0.186
C -0.260 -0.293 -0.293 -0.261
C 0.288 0.726 0.611 0.006
C 1.587 0.359 0.766 0.000
O 1.777 -0.862 -0.048 -0.076
N 0.619 -1.185 -0.650 0.088
H -2.041 -1.112 -1.447 0.131
H -0.399 1.510 0.950 0.121
H 2.532 0.630 1.266 0.127
```

=====

# 4
Formula: C9H11NOS
Source: OMol25
Level of theory: ωB97M-V/def2-TZVPD

2S+1: 1
Relative energy (zero: lowest compared OMol25 entry of this formula, charge and spin): 597.59 kJ/mol
Calculated total energy: -877.50992 Ha
HOMO energy (spin up / spin down): -0.2873 / -0.3226 Eh
LUMO (spin up / spin down): -1.3594 / -0.4262 eV
Gap between HOMO and LUMO (spin up / spin down): 6.458 / 8.352 eV

```
23
Properties=species:S:1:pos:R:3:lowdin_charge:R:1
C -2.130 -1.851 1.809 -0.048
C -2.271 -2.227 0.478 -0.055
C -0.940 -1.202 2.226 -0.055
C -1.237 -1.998 -0.435 -0.073
C 0.133 -1.089 1.355 -0.086
C -0.059 -1.460 0.037 -0.338
C 2.047 2.485 -0.029 0.015
C 0.800 2.215 -0.439 -0.302
C 0.363 1.782 -1.730 -0.013
N 1.054 -2.103 -2.186 -0.189
O 2.415 -0.903 -0.493 -0.437
S 1.138 -0.883 -1.170 0.808
H -2.963 -1.921 2.362 0.060
H -3.169 -2.731 0.132 0.111
H -0.653 -0.778 3.136 0.084
H -1.417 -2.209 -1.382 0.054
H 1.064 -0.589 1.798 0.145
H 2.059 2.769 0.992 0.044
H 2.899 2.339 -0.798 0.112
H -0.063 2.114 0.153 0.079
H 0.849 2.056 -2.649 0.062
H -0.593 1.513 -1.887 0.008
H 1.957 -2.353 -2.592 0.016
```

=====

# 5
Formula: C5H10O
Source: OMol25
Level of theory: ωB97M-V/def2-TZVPD

2S+1: 1
Relative energy (zero: lowest compared OMol25 entry of this formula, charge and spin): 106.86 kJ/mol
Calculated total energy: -271.71191 Ha
HOMO energy: -0.3499 Eh
LUMO: 0.9133 eV
Gap between HOMO and LUMO: 10.435 eV

```
16
Properties=species:S:1:pos:R:3:lowdin_charge:R:1
C 0.717 -0.122 -1.363 -0.027
C -0.026 0.232 -0.080 -0.473
C 0.294 1.591 0.514 -0.050
C -1.428 -0.293 0.124 -0.043
C -0.298 -0.896 0.889 -0.332
O 0.052 -2.201 0.537 -0.014
H 1.299 0.735 -1.720 0.077
H 1.418 -0.951 -1.205 0.073
H 0.039 -0.427 -2.167 0.083
H -0.112 1.690 1.527 0.080
H -0.134 2.400 -0.092 0.085
H 1.378 1.749 0.571 0.081
H -2.145 0.328 0.655 0.107
H -1.849 -0.916 -0.662 0.115
H -0.222 -0.672 1.955 0.144
H 1.016 -2.246 0.517 0.093
```

=====

> calculated total energy of number 2 (C3H5O3)?

-343.08636 Ha